Computed, not measured: an isolated molecule of C5H9O5P in a non-equilibrium geometry, with the ωB97M-V functional and the def2-TZVPD basis.

Geometry as ORCA input:
```
! wB97M-V def2-TZVPD RIJCOSX def2/J DEFGRID3
* xyz 0 1
O -3.364 -1.921 0.295
P -2.940 -0.980 -0.785
C -1.234 -0.137 -0.024
O -1.153 -0.252 1.321
C -0.040 -0.969 -0.669
C 0.712 -1.798 0.416
O 1.990 -2.118 -0.093
O 0.871 -0.057 -1.132
C 0.669 1.141 -0.468
C -0.867 1.274 -0.575
O -1.506 2.299 0.221
H -1.578 -1.170 1.616
H -0.315 -1.544 -1.457
H 0.160 -2.704 0.726
H 0.700 -1.089 1.393
H 2.402 -1.281 -0.451
H 1.203 2.019 -0.971
H 0.898 1.032 0.549
H -1.093 1.226 -1.652
H -1.755 1.854 1.008
*
```

Properties
Electronic energy = -913.3881 hartree
LUMO energy = -1.35 eV
Frontier orbital gap = 7.94 eV
Energy above the lowest of the compared OMol25 structures with the same formula, charge and spin = 3.3820 eV
HOMO energy = -0.342 hartree
Structure (SMILES) = O=P[C@@]1(O)[C@H](CO)OC[C@@H]1O

These are the Mulliken partial charges, in e, on atoms 1 to 5:
1. O -0.467
2. P 0.266
3. C 0.093
4. O -0.596
5. C -0.325

Computed, not measured: a structure of composition C5H9O5Sn in a non-equilibrium geometry, with the ωB97M-V functional and the def2-TZVPD basis.

Geometry as ORCA input:
```
! wB97M-V def2-TZVPD RIJCOSX def2/J DEFGRID3
* xyz 0 2
C -1.977 2.364 0.385
C -1.001 1.524 -0.400
O -0.209 0.693 0.473
Sn -0.193 0.986 2.423
H -2.582 2.951 -0.319
H -2.666 1.738 0.970
H -1.467 3.086 1.041
H -0.317 2.159 -0.979
H -1.535 0.862 -1.098
C 0.652 -0.261 -0.249
C 1.126 -1.320 0.737
O 1.868 -2.322 0.095
C 1.158 -3.295 -0.624
O -0.071 -3.126 -0.716
O 1.889 -4.143 -1.152
O 1.739 0.430 -0.742
H 0.006 -0.678 -1.033
H 0.252 -1.739 1.254
H 1.823 -0.858 1.455
H 1.503 0.948 -1.519
*
```

Properties
Electronic energy = -786.2843 hartree
LUMO energy (spin up / spin down) = -2.61 / -2.48 eV
Frontier orbital gap (spin up / spin down) = 4.72 / 4.86 eV
Energy above the lowest of the compared OMol25 structures with the same formula, charge and spin = 2.0116 eV
HOMO energy (spin up / spin down) = -0.269 / -0.269 hartree

These are the Mulliken partial charges, in e, on atoms 1 to 5:
1. C -1.488
2. C 0.112
3. O -0.193
4. Sn 0.506
5. H 0.390

Computed, not measured: a structure of composition C5H9O9V in a non-equilibrium geometry, with the ωB97M-V functional and the def2-TZVPD basis.

Geometry as ORCA input:
```
! wB97M-V def2-TZVPD RIJCOSX def2/J DEFGRID3
* xyz -2 1
O 4.717 1.961 1.390
V 3.424 1.423 2.193
O 2.133 1.713 1.431
C 2.679 1.114 7.159
O 3.725 1.354 6.648
O 1.743 0.796 6.449
O 2.612 0.572 8.230
O 3.380 -2.786 -1.567
C 3.804 -3.395 -0.502
O 4.245 -4.566 -0.642
O 3.767 -2.823 0.606
H 3.671 -3.452 -2.195
C -3.682 0.996 -1.188
C -3.556 0.209 -2.498
C -3.217 1.083 -3.724
O -2.510 -0.724 -2.305
H -2.866 1.634 -0.848
H -3.834 0.299 -0.364
H -4.636 1.524 -1.169
H -4.430 -0.430 -2.625
H -2.345 1.727 -3.603
H -4.132 1.619 -3.978
H -3.027 0.426 -4.572
H -1.663 -0.273 -2.321
*
```

Properties
Electronic energy = -1816.9038 hartree
LUMO energy = 2.33 eV
Frontier orbital gap = 2.94 eV
Energy above the lowest of the compared OMol25 structures with the same formula, charge and spin = 9.2604 eV
HOMO energy = -0.022 hartree

These are the Mulliken partial charges, in e, on atoms 1 to 5:
1. O -0.811
2. V 1.497
3. O -0.748
4. C 0.764
5. O -0.580

Computed, not measured: a cluster of 2 separate species, C5H9OP in total in a non-equilibrium geometry, with the ωB97M-V functional and the def2-TZVPD basis.

Geometry as ORCA input:
```
! wB97M-V def2-TZVPD RIJCOSX def2/J DEFGRID3
* xyz 0 1
C 2.898 -1.485 -0.644
C 1.935 -1.058 -0.057
C -2.078 0.049 -1.051
C -0.906 -0.379 0.995
C 0.482 0.210 0.968
O -1.714 0.503 0.258
P 0.708 1.606 -0.243
H 3.678 -1.802 -1.303
H -2.756 0.655 -1.440
H -2.418 -0.968 -1.161
H -1.190 0.150 -1.630
H -1.176 -0.351 2.146
H -1.037 -1.394 0.538
H 1.218 -0.028 1.812
H 2.141 1.603 0.206
H 0.214 2.688 0.607
*
```

Properties
Electronic energy = -612.2557 hartree
LUMO energy = 0.11 eV
Frontier orbital gap = 9.79 eV
Energy above the lowest of the compared OMol25 structures with the same formula, charge and spin = 6.5648 eV
HOMO energy = -0.356 hartree

These are the Mulliken partial charges, in e, on atoms 1 to 5:
1. C -0.057
2. C -0.685
3. C -0.843
4. C -0.181
5. C -0.254

Computed, not measured: an isolated molecule of C5H9OP in a non-equilibrium geometry, with the ωB97M-V functional and the def2-TZVPD basis.

Geometry as ORCA input:
```
! wB97M-V def2-TZVPD RIJCOSX def2/J DEFGRID3
* xyz 0 1
C -2.705 0.530 -0.263
C -1.329 0.455 0.002
C -0.895 -0.603 0.971
C 0.665 -0.599 1.107
P 1.507 0.862 0.258
C 2.386 0.311 -1.290
O -0.209 1.170 -0.459
H -3.091 1.130 -1.138
H -3.394 0.029 0.299
H -1.326 -1.607 0.730
H -1.334 -0.191 1.896
H 0.915 -0.530 2.146
H 0.956 -1.492 0.629
H 2.901 1.111 -1.700
H 1.837 -0.145 -2.142
H 3.115 -0.432 -1.046
*
```

Properties
Electronic energy = -612.4350 hartree
LUMO energy = 0.55 eV
Frontier orbital gap = 8.62 eV
Energy above the lowest of the compared OMol25 structures with the same formula, charge and spin = 1.6851 eV
HOMO energy = -0.296 hartree
Structure (SMILES) = C=C1CCP(C)O1

These are the Mulliken partial charges, in e, on atoms 1 to 5:
1. C -1.024
2. C 0.650
3. C -0.578
4. C -0.707
5. P 0.172

Computed, not measured: a cluster of 2 separate species, C5H9P in total in a non-equilibrium geometry, with the ωB97M-V functional and the def2-TZVPD basis.

Geometry as ORCA input:
```
! wB97M-V def2-TZVPD RIJCOSX def2/J DEFGRID3
* xyz 0 1
C -2.304 1.342 1.351
C 0.456 -2.393 -1.883
C -1.334 0.547 1.727
C 1.063 -1.431 -1.187
C 1.377 1.082 0.019
P 0.006 -0.095 -0.327
H -3.095 1.774 1.852
H -2.492 1.749 0.325
H -0.517 -2.684 -1.604
H 1.130 -3.061 -2.422
H -1.293 0.189 2.790
H 2.083 -1.175 -1.174
H 1.936 1.603 -0.742
H 0.880 1.905 0.599
H 2.104 0.649 0.675
*
```

Properties
Electronic energy = -537.0672 hartree
LUMO energy (spin up / spin down) = -0.62 / -0.58 eV
Frontier orbital gap (spin up / spin down) = 7.17 / 7.15 eV
Energy above the lowest of the compared OMol25 structures with the same formula, charge and spin = 3.9760 eV
HOMO energy (spin up / spin down) = -0.287 / -0.284 hartree

These are the Mulliken partial charges, in e, on atoms 1 to 5:
1. C -0.490
2. C -0.588
3. C -0.404
4. C -0.335
5. C -1.105

Which of these has the highest electronic energy?
C5H9P

electronic energy of number 2 (C5H9O5Sn)?
-786.2843 hartree